Formula: C3H5Li2O
Source: the Open Molecules 2025 dataset
Level of theory: ωB97M-V/def2-TZVPD

Structure (XYZ):
```
11
Properties=species:S:1:pos:R:3:forces:R:3:mulliken_charge:R:1
O 2.636634 -0.634024 -1.391798 -1.3 -1.1 -0.1 -0.373
C 1.697917 -1.302843 -1.055857 0.0 0.6 3.9 0.078
H 0.866988 -1.737383 -1.595601 0.0 0.0 -1.0 0.328
Li 0.891501 0.226013 1.310195 -0.3 -0.4 -0.1 0.395
Li 2.055527 -0.799289 3.094830 0.1 -0.2 0.4 0.391
C 0.766799 -1.977921 1.957768 -0.2 3.1 0.4 -1.557
H -0.318508 -1.873388 1.915320 0.1 -0.4 -0.3 0.211
H 1.068641 -2.779686 2.634801 0.0 -0.3 -0.5 0.205
C 1.612771 -1.917047 0.661860 0.0 -0.3 -2.6 -0.216
H 2.634353 -1.586216 0.829598 0.5 -0.6 0.4 0.309
H 1.484771 -2.943713 0.319681 1.1 -0.4 -0.5 0.229
```
Forces are in eV/Å.

Output
orbital gap (spin up / spin down): 4.2 / 7.5 eV
highest occupied orbital energy (spin up / spin down): -4.41 / -7.52 eV
F_max: 4.0 eV/Å
spin multiplicity: 2

Formula: C3H5Li2O
Source: the Open Molecules 2025 dataset
Level of theory: ωB97M-V/def2-TZVPD

Structure (XYZ):
```
11
Properties=species:S:1:pos:R:3:forces:R:3:mulliken_charge:R:1
C -0.703287 -0.453493 0.477344 2.8 0.0 -1.8 -0.395
O -0.831525 -0.052765 1.723702 0.5 2.1 -0.1 -0.855
Li 0.129195 -0.305557 3.192895 -0.3 -0.1 -0.3 0.911
H -1.482403 -1.189173 0.176653 1.2 0.6 -1.0 0.360
Li -0.960784 1.783403 0.519931 -0.1 -0.9 0.1 0.876
C 0.052890 0.323439 -1.323724 -2.2 2.0 0.7 -0.893
C 1.043059 -0.245263 -0.478092 -2.2 -4.0 2.3 -0.162
H 0.281548 1.317491 -1.719933 -0.3 0.2 0.2 0.397
H -0.646116 -0.175189 -1.995593 0.7 -0.5 0.3 0.238
H 1.841661 0.301594 0.027222 -0.6 0.3 -0.1 0.277
H 1.275762 -1.304488 -0.600404 0.5 0.4 -0.4 0.246
```
Forces are in eV/Å.

Output
orbital gap (spin up / spin down): 6.2 / 6.2 eV
highest occupied orbital energy (spin up / spin down): -10.49 / -10.49 eV
charge: +1
F_max: 5.1 eV/Å
spin multiplicity: 1

Formula: C3H5LiNaO3
Source: the Open Molecules 2025 dataset
Level of theory: ωB97M-V/def2-TZVPD

Structure (XYZ):
```
13
Properties=species:S:1:pos:R:3:forces:R:3:mulliken_charge:R:1
C 0.709688 -1.106222 -1.602534 -0.5 1.1 -1.5 -0.280
C 0.085861 -0.203299 -2.417291 1.9 -1.7 -0.7 -0.728
H 1.706388 -0.872601 -1.220205 -0.5 0.0 0.4 0.250
H 0.322365 -2.121043 -1.484526 0.1 0.4 0.2 0.239
H 0.654059 0.658805 -2.778382 -0.3 0.2 0.7 0.285
H -0.634232 0.490832 -0.228470 0.0 -1.8 3.3 0.351
H -0.587335 -0.571244 -3.197104 -0.7 0.2 0.9 0.257
O -0.739196 0.967193 2.762475 0.0 -0.1 1.0 -0.976
C -0.076373 0.508354 1.777920 0.3 0.9 0.0 1.036
O 1.156488 0.453418 1.746548 0.1 0.2 0.1 -0.772
O -0.866997 0.113305 0.762338 -0.4 1.0 -3.6 -0.498
Na -2.884739 0.281857 2.327378 0.5 0.1 -0.2 0.954
Li 1.154022 1.400644 3.551853 -0.4 -0.4 -0.7 0.882
```
Forces are in eV/Å.

Output
orbital gap: 9.0 eV
highest occupied orbital energy: -12.91 eV
charge: +1
F_max: 3.7 eV/Å
spin multiplicity: 1

Formula: C3H5LiO3Tl
Source: the Open Molecules 2025 dataset
Level of theory: ωB97M-V/def2-TZVPD

Structure (XYZ):
```
13
Properties=species:S:1:pos:R:3:forces:R:3:mulliken_charge:R:1
O -1.408215 0.272048 0.446029 0.2 0.0 -0.1 -0.295
C -0.494894 1.220621 0.753667 -0.9 1.3 0.4 0.405
C -0.803728 -1.016910 0.313574 0.0 0.0 0.2 -0.436
O -0.667513 2.385172 0.344337 0.6 -1.2 -0.1 -0.801
O 0.878478 0.390466 -0.501734 -1.3 -0.1 -1.1 -0.747
C 0.254988 -0.835176 -0.774887 -0.4 -0.5 -0.1 -0.177
H -1.591356 -1.728796 0.045614 0.2 0.2 0.2 0.326
H -0.329717 -1.299819 1.267683 -0.1 0.0 -0.2 0.265
H -0.237641 -0.861751 -1.763617 0.1 0.2 0.2 0.238
H 0.950732 -1.693972 -0.747875 0.0 0.3 0.1 0.259
H 0.097606 1.012320 1.665648 0.0 -0.1 -0.4 0.324
Li 0.379307 2.027762 -1.314194 0.1 -0.1 0.7 0.751
Tl 2.971954 0.128038 0.265751 1.5 0.1 0.5 -0.111
```
Forces are in eV/Å.

Output
orbital gap (spin up / spin down): 4.1 / 9.1 eV
highest occupied orbital energy (spin up / spin down): -4.43 / -9.40 eV
F_max: 1.7 eV/Å
spin multiplicity: 2

Formula: C3H5LiO4Tl
Source: the Open Molecules 2025 dataset
Level of theory: ωB97M-V/def2-TZVPD

Structure (XYZ):
```
14
Properties=species:S:1:pos:R:3:forces:R:3:mulliken_charge:R:1
O -0.616948 0.612878 -0.156055 0.0 0.1 3.8 -0.166
C -1.102600 0.543117 1.069055 2.5 0.5 -6.5 1.091
C -1.464965 0.321714 -1.236577 0.3 -1.6 -3.0 -0.222
O -0.300145 0.846339 2.014419 2.0 0.5 0.2 -0.433
O -2.278186 0.226375 1.331555 -2.3 -0.8 -1.2 -0.211
C -1.073929 1.149382 -2.412910 1.7 3.7 -0.8 -0.365
Tl -1.824945 0.393436 3.256007 -2.7 -0.6 6.3 1.413
H -2.518734 0.471144 -0.975494 0.1 -0.7 -0.3 0.443
H -1.074553 0.616352 -3.403699 0.4 0.1 0.0 0.476
H -1.089444 -0.626092 -1.799010 -1.3 0.0 2.2 0.325
H -1.899829 1.860410 -2.752453 0.0 0.2 0.0 0.408
Li 1.512688 1.317387 1.871126 1.8 0.4 0.0 0.960
O 0.068482 1.993726 -2.210882 -2.5 -2.0 -0.1 -0.164
H 0.308036 2.516509 -3.006166 0.2 0.2 -0.6 0.445
```
Forces are in eV/Å.

Output
orbital gap (spin up / spin down): 4.4 / 5.0 eV
highest occupied orbital energy (spin up / spin down): -27.56 / -28.22 eV
charge: +4
F_max: 7.0 eV/Å
spin multiplicity: 2

Formula: C3H5LuO4
Source: the Open Molecules 2025 dataset
Level of theory: ωB97M-V/def2-TZVPD

Structure (XYZ):
```
13
Properties=species:S:1:pos:R:3:forces:R:3:mulliken_charge:R:1
O 2.075808 1.186775 -1.229877 -1.1 -0.5 0.0 -0.535
C 1.021515 0.610909 -1.439966 1.9 1.4 -0.8 0.647
O 0.163704 0.244645 -0.551523 -1.7 -3.9 0.8 -0.511
O 0.601079 0.324589 -2.691832 -0.6 -0.2 -0.3 -0.457
H 1.084782 0.869445 -3.324434 0.3 -0.1 0.0 0.339
C -0.790227 0.416606 2.345091 4.5 -1.2 1.1 0.282
O -0.986960 -0.761517 1.932722 -0.6 0.4 -0.8 -0.474
C 0.040493 1.382189 1.568993 -3.3 1.1 4.2 -0.893
H -0.754501 0.570504 3.440499 -1.8 0.2 -0.2 0.388
H -1.148510 1.679957 1.309100 2.3 0.0 -2.4 0.247
H 1.080370 1.020667 1.590040 -0.4 -0.3 -2.8 0.357
H 0.194500 2.324123 2.115933 -0.5 -0.4 0.8 0.375
Lu -0.677980 -1.869028 -0.019512 0.9 3.5 0.3 1.234
```
Forces are in eV/Å.

Output
orbital gap (spin up / spin down): 7.0 / 7.5 eV
highest occupied orbital energy (spin up / spin down): -12.09 / -13.26 eV
charge: +1
F_max: 5.4 eV/Å
spin multiplicity: 2

Formula: C3H5MgO4
Source: the Open Molecules 2025 dataset
Level of theory: ωB97M-V/def2-TZVPD

Structure (XYZ):
```
13
Properties=species:S:1:pos:R:3:forces:R:3:mulliken_charge:R:1
C -1.302035 -1.400693 0.955857 0.1 0.1 -0.1 -0.660
C -1.367868 -0.934712 -0.464218 0.1 0.5 -0.1 -0.296
O -0.268060 -1.063242 -1.220587 0.9 0.0 -0.5 -0.633
Mg 1.395135 -0.173093 -1.440746 -1.1 0.6 1.0 1.016
H -2.037934 -0.865901 1.572455 0.2 -0.2 0.0 0.292
H -1.495394 -2.483576 1.035216 0.0 0.1 0.1 0.264
H -0.283309 -1.230662 1.359549 -0.5 0.0 -0.1 0.175
H -0.176043 1.645485 0.051124 4.0 0.3 -2.0 0.374
H -2.335948 -0.841892 -0.986805 0.5 -0.1 0.2 0.320
O 0.739038 1.634659 -0.579214 -4.7 -1.0 0.9 -0.606
C 2.039932 1.885878 -0.162176 0.6 1.8 2.2 0.945
O 2.813730 1.057156 -0.754624 0.0 -1.0 -0.8 -0.650
O 2.278756 2.770599 0.634172 -0.2 -0.9 -0.9 -0.540
```
Forces are in eV/Å.

Output
orbital gap (spin up / spin down): 4.9 / 8.6 eV
highest occupied orbital energy (spin up / spin down): -6.29 / -10.00 eV
F_max: 4.9 eV/Å
spin multiplicity: 2

Formula: C3H5N
Source: the Open Molecules 2025 dataset
Level of theory: ωB97M-V/def2-TZVPD

Structure (XYZ):
```
9
Properties=species:S:1:pos:R:3:forces:R:3:mulliken_charge:R:1
C 0.122605 -0.030959 0.143044 -0.2 0.0 3.3 0.527
C 0.336692 -0.298671 1.458920 0.6 0.1 -1.4 -0.683
C -0.385263 1.062530 -0.603658 2.1 0.3 -1.8 -0.613
N 0.067657 -0.832365 -0.939276 -1.7 0.5 -1.7 -0.568
H 0.306808 -1.329608 1.786432 0.4 0.0 0.0 0.254
H 0.816520 0.439935 2.084739 -0.8 0.3 0.3 0.261
H -0.806724 -0.920801 -1.458229 -0.2 -0.6 0.5 0.243
H 0.092032 1.306800 -1.541617 0.7 0.3 0.3 0.298
H -1.210786 1.741458 -0.443667 -1.0 -1.1 0.5 0.281
```
Forces are in eV/Å.

Output
orbital gap: 7.9 eV
highest occupied orbital energy: -8.67 eV
F_max: 3.3 eV/Å
spin multiplicity: 1

Formula: C3H5N
Source: the Open Molecules 2025 dataset
Level of theory: ωB97M-V/def2-TZVPD

Structure (XYZ):
```
9
Properties=species:S:1:pos:R:3:forces:R:3:mulliken_charge:R:1
C 1.556688 -0.112842 -0.632047 -0.4 0.2 0.2 -0.634
C 0.515338 0.341122 0.067189 0.2 -0.1 0.0 -0.083
N -0.417625 -0.539908 0.623267 0.1 0.1 1.2 -0.456
C -1.640101 -0.207884 0.571132 0.7 -0.5 -1.0 -0.277
H 1.991032 0.534083 -1.380877 0.8 0.1 0.5 0.245
H 1.895457 -1.125888 -0.466221 -0.3 -0.3 -0.7 0.278
H 0.409805 1.393133 0.330678 -0.5 0.2 -0.8 0.390
H -2.375238 -0.886592 0.986554 -0.2 0.1 0.1 0.262
H -1.935360 0.604773 -0.099672 -0.4 0.3 0.5 0.274
```
Forces are in eV/Å.

Output
orbital gap: 9.7 eV
highest occupied orbital energy: -8.85 eV
F_max: 1.3 eV/Å
spin multiplicity: 1
SMILES: C=CN=C

Formula: C3H5N
Source: the Open Molecules 2025 dataset
Level of theory: ωB97M-V/def2-TZVPD

Structure (XYZ):
```
9
Properties=species:S:1:pos:R:3:forces:R:3:mulliken_charge:R:1
C 2.841198 -0.101807 -0.519134 4.8 0.9 -3.8 -0.019
N 1.995314 -0.165536 0.201269 -2.8 -0.6 2.9 -0.291
H 3.705123 0.070455 -1.197291 -1.3 -0.4 0.9 0.256
C -0.843664 0.223077 0.358139 1.7 2.7 -1.0 -0.423
C -0.775384 -0.892318 -0.326495 -3.3 1.4 -0.4 -0.594
H -1.503781 1.024703 -0.062518 0.2 -0.8 1.0 0.189
H 0.103174 0.575734 0.850519 -1.7 -0.4 0.3 0.283
H -1.593359 -1.078755 -0.995746 -0.3 -0.3 -0.5 0.224
H -0.152687 -1.663527 -0.177268 2.6 -2.4 0.6 0.374
```
Forces are in eV/Å.

Output
orbital gap: 10.7 eV
highest occupied orbital energy: -9.76 eV
F_max: 6.2 eV/Å
spin multiplicity: 1
SMILES: C#N.C=C